33
Properties=species:S:1:pos:R:3 method="wB97M-V/def2-TZVPD" total_charge=-1 e_above_lowest_ev=5.017 e_tot_ev=-25141.79627 homo_lumo_gap_ev=3.77 homo_ev=-5.773 fmax_ev_per_a=5.89
Tl -1.8204 -0.1295 -1.1992
B -1.5862 -2.5884 -2.6855
H -0.9362 -1.8175 -3.0693
H -1.3119 -2.7796 -1.6596
H -2.5652 -2.1358 -2.7165
H -1.5692 -3.5478 -3.1789
B -0.8386 2.7786 -1.0919
H -0.6262 2.6194 -0.0461
H -0.7312 3.8123 -1.3822
H -0.3244 2.0504 -1.6998
H -1.9043 2.6486 -1.1996
B -3.9358 1.8067 0.1178
H -4.0954 2.6809 -0.4942
H -4.7994 1.6849 0.7532
H -3.9417 0.9139 -0.4881
H -3.0242 1.8965 0.6880
C 0.1209 -0.0253 3.5933
C -0.7254 0.9070 2.6938
O -1.0668 2.0123 3.1136
O -1.0176 0.5420 1.5412
H 1.0735 0.4761 3.7648
H 0.2922 -1.0049 3.1469
H -0.3572 -0.1250 4.5677
C 4.0489 -0.8322 0.4591
C 4.2667 -1.8012 -0.6457
O 2.9929 -2.0629 -1.2696
C 2.1496 -1.1021 -0.9326
O 1.0074 -0.9314 -1.2074
O 2.7491 -0.3760 0.0764
F 4.6256 -2.9433 -0.1627
H 4.8013 -0.0440 0.4330
H 4.0403 -1.2692 1.4576
H 5.0091 -1.3137 -1.2775